1.
Computed, not measured: a cluster of 2 separate species, C16H17N in total, with ωB97M-V/def2-TZVPD.

Last column: Löwdin charge in e.
Positions of all 34 atoms, in Å:
C  3.71677  -0.78735  1.70749  -0.051
C  1.94499  0.76430  2.55755  -0.067
C  2.30462  -0.33330  1.83472  -0.231
C  0.03334  -0.23301  2.01655  -0.251
C  1.08182  -0.97114  1.44341  -0.150
C  -1.29731  -0.62615  1.98477  -0.028
C  0.73718  -2.23202  0.90644  -0.027
C  -1.59420  -1.86461  1.46606  -0.087
C  -0.54998  -2.68611  0.99078  -0.100
N  0.57272  0.90087  2.60605  0.075
H  2.64967  1.33319  3.13653  0.121
H  0.02768  1.25560  3.37545  0.149
H  4.01349  -1.47964  2.51154  0.085
H  4.39214  0.01443  1.96155  0.066
H  -2.04170  -0.00179  2.46531  0.110
H  1.54528  -2.79178  0.45312  0.108
H  -2.60574  -2.23053  1.41542  0.097
H  -0.79658  -3.70920  0.73625  0.098
H  4.03015  -1.24568  0.78235  0.071
C  0.58692  1.39068  -1.04694  -0.049
C  -2.99121  0.85436  -3.34277  -0.098
C  -2.78232  1.93327  -2.47633  -0.095
C  -1.94826  -0.03252  -3.53146  -0.098
C  -1.52596  2.19718  -1.97709  -0.059
C  -0.75098  0.09722  -2.82710  -0.057
C  -0.50129  1.22713  -2.07715  -0.259
H  -3.84059  0.75802  -3.99354  0.094
H  -3.60655  2.63060  -2.35863  0.099
H  -2.02858  -0.85200  -4.23534  0.098
H  -1.42756  3.11444  -1.41073  0.109
H  -0.00094  -0.68310  -2.85579  0.108
H  1.35635  0.62099  -1.11970  0.075
H  0.20663  1.30589  -0.02990  0.061
H  1.09001  2.36177  -1.06889  0.083

Computed properties:
HOMO level = -7.93 eV
HOMO-LUMO gap = 8.808 eV
2S+1 = 1


2.
Computed, not measured: a cluster of 2 separate species, C16H17N in total, with ωB97M-V/def2-TZVPD.

Last column: Löwdin charge in e.
Positions of all 34 atoms, in Å:
C  -2.52113  -1.74242  -1.92627  -0.038
C  1.02915  -0.84615  -3.02535  -0.089
C  1.79992  -1.74075  -2.36189  -0.088
C  -0.36820  -0.86489  -2.82704  -0.049
C  -1.03470  -1.80432  -2.08892  -0.312
C  1.12890  -2.62868  -1.46510  -0.088
C  -0.24408  -2.65294  -1.40308  -0.096
H  1.39029  -0.15975  -3.72425  0.086
H  2.83281  -1.85483  -2.46205  0.084
H  -0.83834  -0.01577  -3.23585  0.093
H  1.77279  -3.28765  -0.88648  0.104
H  -2.95997  -0.78621  -2.30076  0.096
H  -2.73670  -1.83039  -0.86883  0.074
H  -0.81505  -3.46677  -0.91634  0.132
H  -2.96526  -2.65668  -2.31800  0.081
C  0.80902  2.87128  -0.85658  -0.039
C  0.18740  1.20178  1.18333  -0.141
C  0.26148  2.50946  0.49030  -0.212
C  -0.29907  1.36200  2.49925  -0.212
C  -0.29177  3.29778  1.40919  -0.127
C  0.71886  -0.00576  0.77572  -0.019
C  0.57374  -1.15344  1.61931  -0.091
C  -0.12310  -0.99553  2.83002  -0.105
C  -0.60110  0.26816  3.25361  -0.046
N  -0.61471  2.74075  2.60293  0.078
H  1.21556  -0.14163  -0.21018  0.100
H  0.84128  -2.18174  1.22393  0.100
H  -0.20663  -1.90705  3.48798  0.109
H  1.63479  2.15026  -0.97885  0.075
H  1.28184  3.81974  -0.76950  0.064
H  -0.66105  4.33310  1.18131  0.143
H  -0.89834  3.15031  3.48228  0.150
H  -1.04968  0.52054  4.23587  0.115
H  0.31275  2.67579  -1.79981  0.070

Computed properties:
HOMO level = -7.65 eV
HOMO-LUMO gap = 8.567 eV
2S+1 = 1


Bottom line: 1, by a margin of 79.2 kJ/mol.


1.
Computed, not measured: a cluster of 2 separate species, C8H16N4 in total, with ωB97M-V/def2-TZVPD.

Last column: Löwdin charge in e.
Positions of all 28 atoms, in Å:
C  3.95230  -0.10504  0.68261  -0.085
C  2.79532  0.70141  0.11192  -0.412
C  1.76659  -0.23293  -0.47850  -0.483
C  -2.88823  1.10556  -0.39851  -0.261
C  -2.45053  -0.30930  -0.16558  -0.301
C  -1.67319  -0.93476  -1.20430  0.001
C  -2.67185  -0.98440  1.06236  -0.115
C  -2.96928  -1.54934  2.09937  0.130
H  4.63566  -0.44452  -0.11110  0.077
H  3.59131  -1.00964  1.21928  0.091
H  4.51607  0.51946  1.39435  0.080
H  3.15268  1.31177  -0.76444  0.151
H  2.72861  2.27431  1.40037  0.071
H  1.29426  1.91392  0.67536  0.048
H  3.12069  -1.75104  -0.73427  0.071
H  1.52956  -2.08115  -1.25241  0.098
H  -0.09727  -0.55547  -0.85448  -0.007
H  -4.82154  0.83369  -1.08000  0.060
H  -4.72032  1.10345  0.57271  0.065
H  -2.35921  1.79901  0.28630  0.125
H  -2.53845  1.37885  -1.42661  0.118
H  -1.25587  -1.93249  -1.04708  0.074
H  -1.83446  -0.60688  -2.22441  0.076
H  -3.35210  -2.09216  2.94214  0.028
N  2.10491  1.51206  1.13110  0.028
N  2.21941  -1.40235  -0.98760  0.140
N  0.56807  0.20808  -0.50129  0.133
N  -4.34313  1.32991  -0.34730  -0.001

Computed properties:
HOMO level = -8.36 eV
HOMO-LUMO gap = 8.793 eV
2S+1 = 1


2.
Computed, not measured: a cluster of 2 separate species, C8H16N4 in total, with ωB97M-V/def2-TZVPD.

Last column: Löwdin charge in e.
Positions of all 28 atoms, in Å:
C  0.02472  0.46966  2.53111  -0.063
C  1.10300  -0.58118  2.28386  -0.352
C  0.43892  -2.10098  0.99551  -0.176
C  0.65904  -2.04315  2.52296  -0.359
C  -1.19738  2.06505  -3.62981  -0.208
C  0.87791  1.29441  -2.08758  -0.188
C  -0.43589  1.06982  -1.59654  -0.110
C  -1.49688  1.37459  -2.35916  -0.085
H  0.31991  1.43128  2.12964  0.069
H  -0.15673  0.55462  3.61421  0.083
H  -0.91273  0.18335  2.02780  0.071
H  2.06176  -0.32640  2.78894  0.135
H  1.05490  -0.22472  0.22650  0.052
H  -0.62680  -1.85929  0.74076  0.112
H  0.76229  -2.99496  0.43740  0.105
H  1.52328  -2.65977  2.79407  0.141
H  -1.28262  -1.91578  3.12038  0.067
H  -0.53609  -3.30985  3.51578  0.074
H  -1.16497  3.15654  -3.42066  0.118
H  -2.03486  1.89588  -4.33420  0.121
H  0.24694  1.51190  -5.13028  0.129
H  1.72959  1.19295  -1.42296  0.096
H  -0.56256  0.71544  -0.56600  0.083
H  -2.52868  1.22531  -2.03797  0.105
N  1.32114  -0.95068  0.88434  -0.017
N  -0.40120  -2.30293  3.45704  0.042
N  0.08980  1.64211  -4.14596  -0.068
N  1.12418  1.48679  -3.33918  0.021

Computed properties:
HOMO level = -7.90 eV
HOMO-LUMO gap = 8.736 eV
2S+1 = 1


Bottom line: 2, by a margin of 81.4 kJ/mol.


1.
Computed, not measured: the molecule C22H25N3O7S, with ωB97M-V/def2-TZVPD.

Last column: Löwdin charge in e.
Positions of all 58 atoms, in Å:
C  -5.59177  -1.12547  0.83563  -0.040
H  -6.63612  -1.36489  1.02153  0.086
H  -5.13910  -1.96611  0.31857  0.077
H  -5.09061  -1.00285  1.79317  0.092
C  -5.49036  0.16693  0.01280  -0.559
C  -4.02364  0.50713  -0.19644  -0.158
C  -3.46525  1.71377  0.21862  0.001
C  -2.12402  1.99046  0.00890  -0.030
C  -1.33821  1.05395  -0.62487  -0.277
C  -1.85548  -0.15186  -1.04981  -0.028
C  -3.19489  -0.41692  -0.83569  -0.006
H  -3.59409  -1.35975  -1.17428  0.115
H  -1.20783  -0.85256  -1.55171  0.117
S  0.38257  1.36750  -0.84194  0.711
O  0.92306  0.48470  -1.83346  -0.249
O  0.70297  2.75226  -0.95073  -0.238
O  0.89003  0.83584  0.62888  -0.240
N  1.90652  1.64977  1.17761  0.092
C  3.09284  1.48113  0.76696  -0.244
C  4.05474  2.52173  1.25240  -0.113
H  3.67756  2.93396  2.18826  0.124
H  4.01707  3.32390  0.50828  0.137
C  5.49244  2.03449  1.38012  -0.189
C  5.91468  1.35768  0.08341  -0.189
C  5.06378  0.11594  -0.13243  -0.132
H  5.22824  -0.57537  0.69829  0.123
H  5.35295  -0.38731  -1.05576  0.119
C  3.55926  0.44403  -0.22932  -0.189
C  2.80533  -0.84772  -0.06438  -0.116
C  2.61584  -1.33402  1.23347  0.000
C  1.89196  -2.47732  1.48453  0.039
C  1.33462  -3.17430  0.41641  -0.130
C  1.54680  -2.75287  -0.88474  0.097
C  2.29943  -1.61236  -1.12284  -0.093
N  2.52339  -1.27975  -2.51963  -0.369
O  1.76784  -1.75804  -3.32652  0.101
O  3.49439  -0.61027  -2.78972  0.095
H  1.13241  -3.30719  -1.71549  0.135
N  0.52985  -4.34454  0.66704  -0.362
O  0.43014  -4.71809  1.81580  0.086
O  -0.00161  -4.87490  -0.28306  0.090
H  1.73443  -2.83598  2.49010  0.125
H  3.01966  -0.77207  2.06209  0.133
H  3.36637  0.86832  -1.22193  0.146
H  6.96568  1.06850  0.13051  0.115
H  5.78972  2.04634  -0.75348  0.123
H  6.13986  2.88452  1.59923  0.113
H  5.57786  1.32762  2.20818  0.117
H  -1.67937  2.92141  0.32191  0.123
H  -4.06925  2.45578  0.71299  0.106
C  -6.14992  -0.03342  -1.35922  -0.039
H  -6.06264  0.87251  -1.95489  0.092
H  -7.20536  -0.26309  -1.23323  0.086
H  -5.68733  -0.84832  -1.90806  0.078
C  -6.25257  1.26721  0.75598  -0.065
H  -6.24460  2.19890  0.19567  0.086
H  -5.83103  1.43765  1.74363  0.087
H  -7.28929  0.96339  0.88265  0.086

Computed properties:
HOMO level = -9.83 eV
HOMO-LUMO gap = 9.066 eV
2S+1 = 1


2.
Computed, not measured: the molecule C22H25N3O7S, with ωB97M-V/def2-TZVPD.

Last column: Löwdin charge in e.
Positions of all 58 atoms, in Å:
C  3.39833  -0.30455  5.42172  -0.085
H  2.62088  -1.04124  5.64777  0.096
O  4.13756  -0.66714  4.27991  -0.077
C  3.49141  -0.77955  3.09133  -0.269
C  4.28312  -1.14826  2.00032  0.018
C  3.72893  -1.29510  0.74926  -0.002
C  2.37074  -1.06483  0.55428  -0.281
C  1.58093  -0.70324  1.63347  -0.005
C  2.13203  -0.55985  2.89640  -0.001
H  1.49189  -0.27399  3.71610  0.105
H  0.52634  -0.52182  1.48976  0.102
N  1.76378  -1.24897  -0.71566  -0.199
S  1.16137  -2.79120  -0.97130  0.713
O  1.73397  -3.68885  -0.01164  -0.255
O  1.26339  -3.10010  -2.36621  -0.267
C  -0.54893  -2.59634  -0.56842  -0.159
C  -1.16746  -2.90818  0.61456  -0.285
O  -2.47344  -2.64485  0.49589  0.015
N  -2.73223  -2.16997  -0.75142  0.126
C  -1.60579  -2.13211  -1.40792  -0.310
C  -1.50538  -1.68323  -2.81390  0.007
H  -2.44387  -1.87429  -3.32669  0.092
H  -0.68888  -2.20949  -3.30189  0.075
H  -1.30627  -0.61342  -2.85655  0.079
C  -0.64545  -3.45100  1.88697  0.018
H  0.36467  -3.81596  1.72280  0.075
H  -0.62726  -2.67665  2.65307  0.086
H  -1.28838  -4.25646  2.23588  0.098
C  2.22805  -0.48786  -1.84987  -0.073
H  3.26473  -0.16120  -1.72443  0.139
C  1.36924  0.74892  -2.15368  -0.432
O  1.66956  1.51745  -3.03861  0.083
N  0.28184  0.83851  -1.35490  0.158
C  -0.78668  1.73570  -1.38986  -0.143
C  -0.90872  2.72809  -2.34151  0.082
C  -2.02031  3.57355  -2.34749  -0.272
C  -3.00728  3.40223  -1.38940  -0.023
C  -2.88382  2.40560  -0.42838  -0.013
C  -1.78514  1.57066  -0.40844  -0.205
O  -1.56686  0.56737  0.51335  -0.121
C  -2.54822  0.37492  1.50485  -0.082
H  -2.17873  -0.42661  2.14280  0.085
H  -2.68814  1.27781  2.10725  0.099
H  -3.50156  0.06913  1.06522  0.100
H  -3.67125  2.29938  0.29977  0.107
H  -3.88317  4.02966  -1.36561  0.102
O  -2.03605  4.51604  -3.32899  -0.079
C  -3.12974  5.39740  -3.39505  -0.092
H  -2.92942  6.05170  -4.24191  0.093
H  -3.21679  6.00100  -2.48551  0.095
H  -4.06932  4.86197  -3.56700  0.095
H  -0.14450  2.85739  -3.08852  0.118
H  0.20640  0.12859  -0.63561  0.105
H  2.18327  -1.13661  -2.73024  0.126
H  4.34385  -1.60160  -0.08288  0.127
H  5.33339  -1.32507  2.16831  0.123
H  4.11621  -0.27797  6.23977  0.094
H  2.94316  0.68449  5.30866  0.097

Computed properties:
HOMO level = -8.00 eV
HOMO-LUMO gap = 8.446 eV
2S+1 = 1


Bottom line: 2, by a margin of 486.2 kJ/mol.